Formula: C5H12O
Source: the Open Molecules 2025 dataset
Level of theory: ωB97M-V/def2-TZVPD

## Properties
**Energy above the lowest of the compared OMol25 structures with the same formula, charge and spin**: 93.73 kJ/mol
**SMILES**: C=C(C)CC.O
**Kohn-Sham gap**: 10.09 eV
**F_max**: 2.2 eV/A

Bonds (Å) are listed after each position.
Element x y z (Å)
1 C 1.451 0.476 0.339  C2 1.313, H6 1.096, H7 1.096
2 C 0.513 0.278 -0.558  C1 1.313, C3 1.531, C4 1.502
3 C -0.035 -1.112 -0.895  C2 1.531, H8 1.103, H9 1.103, H10 1.103
4 C -0.041 1.419 -1.360  C2 1.502, C5 1.559, H11 1.107, H12 1.107
5 C -1.585 1.529 -1.173  C4 1.559, H13 1.103, H14 1.103, H15 1.103
6 H 1.930 -0.367 0.850  C1 1.096
7 H 1.854 1.478 0.522  C1 1.096
8 H 0.076 -1.475 -1.930  C3 1.103
9 H -1.109 -1.097 -0.640  C3 1.103
10 H 0.478 -1.815 -0.218  C3 1.103
11 H 0.174 1.340 -2.443  C4 1.107
12 H 0.504 2.302 -0.973  C4 1.107
13 H -1.905 1.373 -0.129  C5 1.103
14 H -2.134 0.822 -1.818  C5 1.103
15 H -1.851 2.557 -1.472  C5 1.103
16 O 0.380 -2.232 3.846  H17 0.984, H18 0.984
17 H 0.401 -2.613 4.752  O16 0.984
18 H 0.900 -2.863 3.299  O16 0.984

Formula: H4N3O
Source: the Open Molecules 2025 dataset
Level of theory: ωB97M-V/def2-TZVPD

## Properties
**Energy above the lowest of the compared OMol25 structures with the same formula, charge and spin**: 247.06 kJ/mol
**SMILES**: NN(N)[O-]
**Kohn-Sham gap**: 7.57 eV
**F_max**: 5.1 eV/A
**Charge**: -1

Bonds (Å) are listed after each position.
Element x y z (Å)
1 N 0.032 -1.347 0.101  N2 1.438, H5 1.069, H6 0.998
2 N -0.402 -0.087 0.641  N1 1.438, N3 1.500, O4 1.469
3 N 0.526 1.036 0.288  N2 1.500, H7 0.971, H8 1.004
4 O -1.456 0.221 -0.336  N2 1.469
5 H -0.330 -1.538 -0.886  N1 1.069
6 H 1.026 -1.325 0.184  N1 0.998
7 H 0.561 1.213 -0.666  N3 0.971
8 H 0.043 1.827 0.674  N3 1.004

Formula: C29H58O20
Source: the Open Molecules 2025 dataset
Level of theory: ωB97M-V/def2-TZVPD

## Properties
**SMILES**: CCCCCOC(=O)OOC[C@H](C)O.CCOC(=O)OC.CCOC(=O)OC.CCOC(=O)OC.CCOC(=O)OC.CCOC(=O)OC
**Kohn-Sham gap**: 10.45 eV
**F_max**: 5.2 eV/A

Bonds (Å) are listed after each position.
Element x y z (Å)
1 C -4.191 -1.625 2.173  C2 1.542, H15 1.092, H16 1.089, H17 1.088
2 C -3.740 -1.124 0.786  C1 1.542, C3 1.530, H18 1.092, H19 1.089
3 C -2.990 -2.171 -0.040  C2 1.530, C4 1.534, H20 1.091, H21 1.095
4 C -1.881 -2.850 0.773  C3 1.534, C5 1.550, H22 1.088, H23 1.089
5 C -1.146 -3.933 -0.057  C4 1.550, O6 1.444, H24 1.085, H25 1.087
6 O -0.984 -5.174 0.661  C5 1.444, C7 1.330
7 C -0.249 -5.051 1.763  O6 1.330, O8 1.147, O9 1.378
8 O 0.829 -4.660 1.748  C7 1.147
9 O -0.773 -5.513 2.950  C7 1.378, O10 1.401
10 O -1.486 -4.492 3.592  O9 1.401, C11 1.432
11 C -0.646 -3.850 4.557  O10 1.432, C12 1.527, H26 1.088, H27 1.092
12 C -0.474 -2.355 4.299  C11 1.527, C13 1.521, O14 1.425, H28 1.092
13 C 0.910 -1.953 3.811  C12 1.521, H29 1.091, H30 1.090, H31 1.091
14 O -0.870 -1.585 5.431  C12 1.425, H32 0.960
15 H -4.425 -2.691 2.132  C1 1.092
16 H -3.386 -1.496 2.896  C1 1.089
17 H -5.086 -1.131 2.546  C1 1.088
18 H -3.059 -0.283 0.931  C2 1.092
19 H -4.630 -0.769 0.268  C2 1.089
20 H -3.652 -2.933 -0.453  C3 1.091
21 H -2.502 -1.651 -0.871  C3 1.095
22 H -2.358 -3.377 1.597  C4 1.088
23 H -1.126 -2.131 1.088  C4 1.089
24 H -1.787 -4.152 -0.905  C5 1.085
25 H -0.184 -3.545 -0.382  C5 1.087
26 H 0.296 -4.390 4.612  C11 1.088
27 H -1.150 -3.948 5.522  C11 1.092
28 H -1.178 -2.102 3.504  C12 1.092
29 H 1.118 -2.354 2.818  C13 1.091
30 H 1.704 -2.260 4.491  C13 1.090
31 H 0.930 -0.868 3.703  C13 1.091
32 H -1.470 -0.901 5.124  O14 0.960
33 C -3.346 3.293 -4.454  C34 1.514, H40 1.092, H41 1.090, H42 1.089
34 C -3.966 2.655 -3.228  C33 1.514, O35 1.436, H43 1.089, H44 1.091
35 O -2.971 2.247 -2.276  C34 1.436, C36 1.334
36 C -2.397 3.229 -1.579  O35 1.334, O37 1.203, O38 1.338
37 O -2.642 4.403 -1.668  C36 1.203
38 O -1.485 2.679 -0.770  C36 1.338, C39 1.430
39 C -0.718 3.629 -0.027  O38 1.430, H45 1.088, H46 1.089, H47 1.087
40 H -2.612 2.619 -4.900  C33 1.092
41 H -4.112 3.523 -5.194  C33 1.090
42 H -2.826 4.216 -4.204  C33 1.089
43 H -4.491 1.746 -3.519  C34 1.089
44 H -4.693 3.314 -2.754  C34 1.091
45 H -1.364 4.297 0.539  C39 1.088
46 H -0.077 4.199 -0.699  C39 1.089
47 H -0.095 3.068 0.665  C39 1.087
48 C 4.837 -0.868 9.615  C49 1.515, H55 1.091, H56 1.090, H57 1.089
49 C 3.990 -1.704 8.677  C48 1.515, O50 1.436, H58 1.089, H59 1.091
50 O 3.967 -1.155 7.350  C49 1.436, C51 1.333
51 C 5.078 -1.320 6.633  O50 1.333, O52 1.204, O53 1.337
52 O 6.077 -1.891 6.986  C51 1.204
53 O 4.894 -0.730 5.446  C51 1.337, C54 1.429
54 C 6.047 -0.750 4.602  O53 1.429, H60 1.088, H61 1.089, H62 1.087
55 H 4.495 0.168 9.614  C48 1.091
56 H 4.779 -1.259 10.631  C48 1.090
57 H 5.882 -0.864 9.308  C48 1.089
58 H 2.958 -1.700 9.023  C49 1.089
59 H 4.323 -2.742 8.653  C49 1.091
60 H 6.412 -1.765 4.461  C54 1.088
61 H 6.830 -0.120 5.023  C54 1.089
62 H 5.745 -0.345 3.640  C54 1.087
63 C -0.914 -0.904 -10.136  C64 1.514, H70 1.091, H71 1.090, H72 1.090
64 C -1.294 0.468 -9.621  C63 1.514, O65 1.436, H73 1.088, H74 1.090
65 O -2.087 0.391 -8.425  C64 1.436, C66 1.332
66 C -1.426 0.063 -7.316  O65 1.332, O67 1.205, O68 1.337
67 O -0.244 -0.154 -7.227  C66 1.205
68 O -2.307 0.008 -6.312  C66 1.337, C69 1.429
69 C -1.748 -0.426 -5.070  O68 1.429, H75 1.088, H76 1.089, H77 1.087
70 H -1.804 -1.517 -10.287  C63 1.091
71 H -0.377 -0.819 -11.081  C63 1.090
72 H -0.278 -1.433 -9.428  C63 1.090
73 H -1.912 0.976 -10.358  C64 1.088
74 H -0.416 1.091 -9.449  C64 1.090
75 H -0.898 0.191 -4.784  C69 1.088
76 H -1.453 -1.473 -5.138  C69 1.089
77 H -2.521 -0.326 -4.312  C69 1.087
78 C -0.182 0.306 8.442  C79 1.514, H85 1.091, H86 1.090, H87 1.089
79 C 0.341 1.679 8.807  C78 1.514, O80 1.436, H88 1.089, H89 1.091
80 O -0.432 2.291 9.850  C79 1.436, C81 1.333
81 C -0.240 1.801 11.075  O80 1.333, O82 1.205, O83 1.336
82 O 0.522 0.918 11.377  C81 1.205
83 O -1.050 2.454 11.913  C81 1.336, C84 1.429
84 C -1.017 1.964 13.255  O83 1.429, H90 1.088, H91 1.089, H92 1.087
85 H -1.239 0.358 8.176  C78 1.091
86 H 0.375 -0.106 7.600  C78 1.090
87 H -0.097 -0.388 9.277  C78 1.089
88 H 0.259 2.341 7.946  C79 1.089
89 H 1.394 1.646 9.091  C79 1.091
90 H -0.001 1.961 13.646  C84 1.088
91 H -1.445 0.963 13.299  C84 1.089
92 H -1.625 2.636 13.856  C84 1.087
93 C 1.777 4.682 -13.114  C94 1.515, H100 1.091, H101 1.090, H102 1.089
94 C 2.402 3.547 -13.900  C93 1.515, O95 1.435, H103 1.089, H104 1.091
95 O 3.207 2.699 -13.069  C94 1.435, C96 1.333
96 C 2.540 1.880 -12.257  O95 1.333, O97 1.206, O98 1.335
97 O 1.341 1.782 -12.173  C96 1.206
98 O 3.430 1.190 -11.541  C96 1.335, C99 1.429
99 C 2.838 0.337 -10.558  O98 1.429, H105 1.088, H106 1.089, H107 1.087
100 H 2.546 5.250 -12.590  C93 1.091
101 H 1.233 5.352 -13.780  C93 1.090
102 H 1.082 4.308 -12.363  C93 1.089
103 H 3.076 3.953 -14.653  C94 1.089
104 H 1.649 2.955 -14.422  C94 1.091
105 H 2.114 -0.337 -11.011  C99 1.088
106 H 2.366 0.937 -9.781  C99 1.089
107 H 3.635 -0.251 -10.112  C99 1.087